Entry 1:
A 6-piece molecular cluster, C26H36F7O10 overall at a distorted geometry, computed with wB97M-V/def2-TZVPD.

The geometry in ORCA input format:
```
! wB97M-V def2-TZVPD RIJCOSX def2/J DEFGRID3
* xyz -1 1
C 0.761 1.419 2.744
C 0.554 2.559 1.543
C 1.368 3.912 2.013
C 1.688 4.918 0.758
F 2.200 4.112 -0.413
F 0.479 5.646 0.241
C 2.826 6.060 1.054
F 2.529 7.331 0.350
F 4.137 5.526 0.549
C 3.057 6.421 2.637
F 3.879 7.688 2.663
F 1.825 6.726 3.400
F 3.923 5.374 3.240
H 1.679 1.788 3.413
H -0.192 1.398 3.439
H 1.065 0.362 2.322
H 0.913 2.106 0.521
H -0.603 2.772 1.479
H 0.589 4.484 2.714
O 0.093 0.051 4.805
C 0.914 -0.196 5.673
O 1.635 -1.353 5.744
C 2.412 -1.348 6.941
C 2.543 0.103 7.323
C 1.245 0.693 6.834
H 1.885 -1.932 7.702
H 3.385 -1.809 6.751
H 2.716 0.253 8.392
H 3.381 0.556 6.779
H 0.453 0.611 7.583
H 1.370 1.729 6.513
O 2.378 -0.844 -1.395
C 1.885 0.110 -1.975
O 0.917 0.915 -1.447
C 0.500 1.855 -2.436
C 1.642 1.936 -3.415
C 2.213 0.541 -3.372
H -0.421 1.488 -2.901
H 0.298 2.821 -1.965
H 1.331 2.251 -4.415
H 2.391 2.650 -3.053
H 1.711 -0.126 -4.079
H 3.292 0.544 -3.541
O -2.384 1.413 -4.820
C -2.668 0.254 -4.570
O -1.756 -0.709 -4.242
C -2.423 -1.964 -4.123
C -3.867 -1.625 -3.862
C -4.046 -0.334 -4.621
H -2.289 -2.520 -5.057
H -1.984 -2.539 -3.303
H -4.558 -2.414 -4.172
H -4.018 -1.445 -2.791
H -4.321 -0.510 -5.664
H -4.772 0.320 -4.134
O -6.132 -2.155 -4.949
C -6.771 -1.808 -5.928
O -6.983 -0.508 -6.288
C -7.858 -0.470 -7.414
C -7.737 -1.826 -8.058
C -7.473 -2.729 -6.879
H -8.875 -0.268 -7.060
H -7.553 0.332 -8.091
H -8.620 -2.109 -8.637
H -6.872 -1.840 -8.732
H -8.401 -3.079 -6.419
H -6.835 -3.572 -7.155
O 5.634 -4.790 7.051
C 5.093 -4.833 5.958
O 3.918 -4.206 5.657
C 3.526 -4.559 4.331
C 4.793 -4.998 3.645
C 5.585 -5.608 4.774
H 2.784 -5.363 4.388
H 3.073 -3.694 3.838
H 4.616 -5.686 2.813
H 5.325 -4.123 3.254
H 5.346 -6.666 4.914
H 6.659 -5.469 4.631
*
```

Calculated values
gap between HOMO and LUMO	4.11	eV
LUMO energy	1.486	eV
HOMO energy	-2.6271	eV

Löwdin atomic charge list, values in e, 4 entries: atom 1 (C): -0.166, atom 2 (C): -0.290, atom 3 (C): -0.158, atom 4 (C): -0.269

---

Entry 2:
C26H36FMgN7O7S3Si as an isolated structure, computed with wB97M-V/def2-TZVPD.

The geometry in ORCA input format:
```
! wB97M-V def2-TZVPD RIJCOSX def2/J DEFGRID3
* xyz 0 1
Mg -0.247 -0.588 0.151
N 2.414 -1.783 2.377
C 2.612 -0.558 1.804
N 1.677 0.128 1.219
C 2.168 1.333 0.754
C 3.473 1.571 0.997
S 4.148 0.243 1.868
C 1.196 2.168 0.046
C 1.144 3.513 -0.039
S -0.344 3.988 -0.764
C -0.817 2.329 -0.861
N 0.105 1.495 -0.467
N -2.052 1.951 -1.308
H 1.514 -2.178 2.115
H 3.182 -2.428 2.288
H 4.071 2.411 0.689
H 1.831 4.233 0.371
H -2.786 2.445 -0.812
H -2.168 0.943 -1.172
C -1.836 -6.684 -2.992
C -1.460 -6.864 -1.527
N -1.238 -5.608 -0.817
C -0.025 -4.991 -0.915
C 0.285 -3.821 -0.312
C 1.482 -3.002 -0.792
O 2.473 -3.613 -1.190
O 1.253 -1.757 -0.795
C -0.620 -3.296 0.659
O -0.349 -2.345 1.414
C -1.952 -3.879 0.672
C -2.963 -3.214 1.370
C -4.260 -3.577 1.182
F -5.236 -2.996 1.920
C -4.619 -4.526 0.207
C -3.612 -5.276 -0.379
C -2.264 -4.964 -0.151
N -5.932 -4.601 -0.275
C -6.421 -5.731 -1.017
C -6.502 -5.359 -2.520
N -6.506 -3.871 -2.626
C -7.464 -3.284 -1.630
C -6.857 -3.487 -0.221
H -1.994 -7.662 -3.450
H -1.042 -6.174 -3.536
H -2.746 -6.094 -3.114
H -0.538 -7.439 -1.458
H -2.220 -7.425 -0.983
H 0.701 -5.459 -1.571
H -2.691 -2.385 2.013
H -3.867 -5.998 -1.142
H -7.405 -6.038 -0.651
H -5.754 -6.579 -0.895
H -7.417 -5.716 -2.989
H -5.646 -5.723 -3.087
H -6.731 -3.580 -3.575
H -5.563 -3.479 -2.415
H -8.419 -3.788 -1.763
H -7.585 -2.228 -1.859
H -7.658 -3.638 0.508
H -6.320 -2.585 0.050
C -2.648 0.987 3.695
S -2.200 1.392 2.028
O -1.212 2.446 2.116
O -3.440 1.759 1.355
O -1.651 0.119 1.502
H -3.065 1.879 4.157
H -1.750 0.670 4.221
H -3.387 0.189 3.675
C -2.408 -0.139 -3.854
Si -2.148 -1.511 -2.601
C -1.049 -2.805 -3.408
C -3.900 -2.356 -2.527
O -1.676 -1.046 -1.160
H -2.731 -0.570 -4.807
H -1.475 0.403 -4.029
H -3.149 0.598 -3.540
H -1.204 -2.872 -4.489
H -1.235 -3.794 -2.984
H -0.001 -2.554 -3.226
H -4.383 -2.227 -3.502
H -4.505 -1.891 -1.739
H -3.740 -3.416 -2.296
*
```

Calculated values
gap between HOMO and LUMO	5.97	eV
energy relative to the best compared isomer or geometry (same formula, charge and spin)	0.194	eV
LUMO energy	-1.012	eV
HOMO energy	-6.9819	eV

Löwdin atomic charge list, values in e, 4 entries: atom 1 (Mg): 0.605, atom 2 (N): 0.116, atom 3 (C): -0.670, atom 4 (N): 0.069

---

The highest HOMO energy belongs to which entry?
C26H36F7O10